1.
Below is one molecule with the formula C5H9F at a distorted geometry, with properties calculated with the ωB97M-V functional and the def2-TZVPD basis.

```
15
Properties=species:S:1:pos:R:3:forces:R:3
C -1.380594 -1.073119 0.837184 1.0 0.9 0.3
C -0.311302 -0.505344 -0.119627 0.3 0.1 1.3
C -0.351798 0.946313 -0.498846 -1.7 3.1 0.9
C 1.187624 1.014739 -0.562742 -1.5 0.5 2.0
F 1.656171 0.833731 -1.814413 0.6 0.1 -1.2
C 1.196463 -0.313125 0.213976 -0.4 0.6 1.2
H -1.337998 -0.398168 1.776507 -0.6 -1.2 -1.4
H -2.321669 -1.043603 0.273469 -0.1 0.3 0.6
H -1.236313 -2.131655 1.114424 0.2 0.5 0.0
H -0.339493 -0.859806 -1.097052 -0.2 -2.1 -1.5
H -0.925092 1.235880 -1.416024 0.5 -0.2 0.6
H -0.767946 1.606658 0.360802 0.8 -0.9 -1.3
H 1.610449 1.914528 -0.084786 0.2 -0.4 -0.5
H 1.477759 -0.250808 1.287162 -0.4 0.1 -0.6
H 1.843738 -0.976222 -0.270035 1.0 -1.3 -0.5
```
Positions in Å, forces in eV/Å.

Summary:
Total charge   0
Spin multiplicity   1
SMILES   C[C@H]1C[C@H](F)C1

***

2.
Below is a 2-piece molecular cluster, C5H9F2I overall at a distorted geometry, with properties calculated with the ωB97M-V functional and the def2-TZVPD basis.

```
17
Properties=species:S:1:pos:R:3:forces:R:3
C -0.650990 -0.594041 -1.419529 -0.7 1.8 0.8
C 0.182369 -1.201024 0.975876 0.8 2.0 -0.5
C -1.170487 0.875915 0.679479 -1.7 -1.6 0.8
C -0.296524 -0.073286 -0.041433 4.0 0.5 0.9
C 1.500793 1.113180 -0.315412 -2.8 -3.0 -0.6
F 1.463209 1.884876 -1.439787 0.2 -0.5 1.2
F 1.618496 1.852419 0.769661 0.3 0.6 -0.1
I 3.114955 -0.408276 -0.393349 0.0 0.8 -0.3
H -1.000442 0.300733 -2.040344 0.7 -1.5 0.4
H -1.471862 -1.314708 -1.289831 0.1 0.2 -0.2
H 0.231425 -1.122445 -1.753381 0.0 0.0 -0.7
H 0.531420 -2.055549 0.456746 0.5 -0.8 -0.8
H -0.721850 -1.560331 1.468413 0.2 0.3 0.7
H 1.098099 -0.856216 1.617252 -2.3 -0.5 -0.7
H -0.843787 1.165926 1.669591 0.5 -0.1 0.1
H -1.495299 1.750500 0.195868 -0.2 1.1 -1.1
H -2.089519 0.242325 0.860172 0.4 0.8 0.0
```
Positions in Å, forces in eV/Å.

Summary:
Total charge   0
Spin multiplicity   1

***

In the order shown, the computed HOMO-LUMO gap values come out to 11.8 9.1 eV.
In the order shown, the computed relative energy (zero: lowest compared OMol25 entry of this formula, charge and spin) values come out to 89.6 0.0 kJ/mol.
In the order shown, the computed calculated total energy values come out to -295.7260 -693.2522 a.u..